(1)
Density functional theory data (ωB97M-V with the def2-TZVPD basis set) for a structure of composition C31H40N2O8OsPSSe.

Last column: Mulliken charge in e.
Cartesian coordinates (Å):
Os1 -0.76 -0.96 0.76  2.417
C1 7.22 -0.51 -2.20  -1.334
C2 6.00 -1.19 -1.53  0.770
C3 5.60 -1.10 -0.20  -0.823
C4 4.30 -1.39 0.19  0.121
C5 3.39 -1.94 -0.71  0.495
C6 3.76 -2.06 -2.08  -0.848
C7 5.08 -1.82 -2.40  -0.636
S1 1.71 -2.34 -0.15  0.845
O1 0.63 -1.85 -1.07  -0.643
O2 1.71 -3.72 0.20  -0.686
N1 1.15 -1.38 1.20  -0.427
C8 1.56 -1.60 2.64  0.042
C9 0.74 -0.56 3.29  0.356
O3 0.94 -0.14 4.41  -0.742
O4 -0.48 -0.31 2.69  -0.810
H1 7.03 0.20 -3.03  0.297
H2 7.75 -1.35 -2.69  0.357
H3 7.94 -0.06 -1.48  0.350
H4 6.23 -0.61 0.52  0.325
H5 4.08 -1.26 1.28  -0.129
H6 3.12 -2.52 -2.80  0.473
H7 5.30 -1.91 -3.45  0.352
H8 2.64 -1.47 2.73  0.338
H9 1.22 -2.57 3.05  0.040
C10 -4.36 -2.06 1.90  -0.978
C11 -4.14 -1.08 0.77  0.218
C12 -5.20 -0.02 0.79  -1.694
P1 -2.76 -0.81 -0.45  0.553
C13 -3.28 -1.65 -1.99  0.548
C14 -2.97 -0.77 -3.28  -1.384
C15 -2.64 -3.04 -2.09  -1.193
C16 -2.64 0.91 -0.89  -0.877
C17 -3.69 1.63 -1.50  0.953
C18 -3.70 3.05 -1.47  0.466
C19 -4.88 3.83 -1.86  -1.676
C20 -2.54 3.70 -1.06  -1.189
C21 -1.38 3.02 -0.61  -1.158
C22 -1.44 1.58 -0.46  1.014
N2 -0.51 0.93 0.31  0.270
C23 0.68 1.67 0.70  -0.514
C24 1.68 1.87 -0.28  1.268
C25 1.43 1.77 -1.81  -1.715
C26 2.98 2.27 0.16  -1.103
C27 3.17 2.74 1.52  0.337
C28 4.59 3.03 1.95  -1.476
C29 2.02 2.92 2.27  -0.818
C30 0.75 2.46 1.87  0.915
C31 -0.47 2.87 2.71  -1.752
H10 -5.38 -1.79 2.36  0.425
H11 -3.67 -1.98 2.68  0.179
H12 -4.37 -3.16 1.64  0.110
H13 -2.67 -5.37 1.93  0.297
H14 -4.92 0.83 1.51  0.217
H15 -6.13 -0.40 1.29  0.485
H16 -5.50 0.42 -0.11  0.345
H17 -4.37 -1.72 -1.89  0.611
H18 -3.84 -0.84 -3.93  0.357
H19 -2.18 -1.18 -3.87  0.478
H20 -2.81 0.30 -3.07  0.372
H21 -3.34 -3.69 -2.62  0.349
H22 -2.41 -3.55 -1.18  0.110
H23 -1.69 -2.96 -2.66  0.313
H24 -4.56 1.06 -1.99  0.384
H25 -5.46 3.45 -2.71  0.356
H26 -4.53 4.84 -2.07  0.387
H27 -5.74 4.01 -1.12  0.239
H28 -2.59 4.77 -1.05  0.337
H29 -0.56 3.60 -0.25  0.460
H30 0.76 2.58 -2.03  0.349
H31 0.97 0.78 -2.04  0.163
H32 2.28 2.02 -2.40  0.529
H33 3.84 2.12 -0.53  0.218
H34 4.71 2.81 3.02  0.377
H35 4.95 4.01 1.75  0.306
H36 5.22 2.33 1.40  0.307
H37 2.06 3.27 3.27  0.462
H38 -0.77 2.07 3.41  0.268
H39 -1.43 3.10 2.23  0.177
H40 -0.26 3.76 3.26  0.541
O5 -0.50 -5.43 0.50  -0.552
Se1 -0.64 -4.44 1.80  1.082
O6 0.43 -4.41 3.05  -0.722
O7 -1.26 -2.80 1.44  -0.267
O8 -2.23 -4.80 2.63  -0.566

Values from the calculation:
- M (g/mol) = 900.898
- multiplicity = 5
- F_max (eV/A) = 5.3
- charge = -1
- HOMO-LUMO gap (alpha / beta) (eV) = 5.848 / 6.358

=====

(2)
Density functional theory data (ωB97M-V with the def2-TZVPD basis set) for an isolated molecule of C3H8N2.

Last column: Mulliken charge in e.
Cartesian coordinates (Å):
H1 -1.77 -1.76 -0.16  0.227
N1 -1.82 -0.69 -0.25  -0.742
C1 -0.64 -0.08 0.00  0.445
N2 -0.70 1.32 0.22  -0.537
C2 0.73 -0.64 0.39  -0.337
C3 1.97 0.03 -0.30  -1.083
H2 0.19 1.86 -0.23  0.267
H3 -1.56 1.57 -0.30  0.321
H4 0.77 -0.68 1.58  0.257
H5 0.78 -1.73 0.10  0.258
H6 2.11 1.12 -0.05  0.373
H7 1.99 -0.22 -1.44  0.233
H8 2.75 -0.42 0.26  0.316

Values from the calculation:
- SMILES string = [H]/N=C(/N)CC
- M (g/mol) = 72.111
- F_max (eV/A) = 3.7
- HOMO-LUMO gap (eV) = 10.248

=====

(3)
Density functional theory data (ωB97M-V with the def2-TZVPD basis set) for a structure of composition CH6NOS.

Last column: Mulliken charge in e.
Cartesian coordinates (Å):
S1 -2.31 -1.01 0.30  -0.823
H1 -2.48 -2.24 0.78  -0.004
N1 1.52 0.96 -0.70  -0.593
C1 0.22 0.48 -0.22  -0.318
O1 0.26 -0.24 0.96  -0.564
H2 2.03 1.50 0.00  0.214
H3 2.13 0.21 -0.97  0.241
H4 -0.51 1.29 -0.04  0.276
H5 -0.20 -0.14 -1.04  0.265
H6 -0.65 -0.80 0.93  0.305

Values from the calculation:
- M (g/mol) = 80.132
- F_max (eV/A) = 1.6
- charge = -1
- HOMO-LUMO gap (eV) = 7.629

=====

(4)
Density functional theory data (ωB97M-V with the def2-TZVPD basis set) for a structure of composition C6H10.

Last column: Mulliken charge in e.
Cartesian coordinates (Å):
C1 -2.03 1.05 -0.35  -0.875
C2 -1.68 -0.39 -0.32  -0.688
C3 -0.21 -0.81 -0.24  0.093
C4 0.29 -0.73 1.17  -0.631
C5 0.89 0.17 0.10  -0.176
C6 2.36 -0.16 -0.25  -1.569
H1 -2.91 1.41 -0.87  0.271
H2 -1.28 1.81 -0.22  0.221
H3 -1.91 0.37 0.67  0.195
H4 -2.32 -1.24 -0.49  0.439
H5 0.03 -1.61 -0.95  0.208
H6 -0.03 -0.15 2.01  0.150
H7 0.71 1.22 0.30  0.200
H8 2.88 0.11 0.69  0.378
H9 2.82 0.20 -1.17  0.401
H10 2.38 -1.25 -0.08  0.383

Values from the calculation:
- M (g/mol) = 82.146
- multiplicity = 2
- F_max (eV/A) = 3.4
- charge = -1
- HOMO-LUMO gap (alpha / beta) (eV) = 5.157 / 5.124

=====

(5)
Density functional theory data (ωB97M-V with the def2-TZVPD basis set) for an isolated molecule of C2H6N2O2.

Last column: Mulliken charge in e.
Cartesian coordinates (Å):
C1 -0.29 -1.21 -0.04  -1.134
C2 0.44 0.21 -0.49  0.128
N1 0.00 1.38 0.14  -0.601
N2 1.88 0.08 -0.04  0.697
O1 2.39 -1.06 0.15  -0.423
O2 2.53 1.16 0.04  -0.527
H1 -0.46 -1.22 0.98  0.384
H2 -1.13 -1.25 -0.69  0.337
H3 0.40 -2.01 -0.38  0.342
H4 0.21 0.37 -1.55  0.267
H5 0.02 1.30 1.15  0.239
H6 0.55 2.13 -0.20  0.291

Values from the calculation:
- M (g/mol) = 90.082
- multiplicity = 3
- F_max (eV/A) = 4.8
- HOMO-LUMO gap (alpha / beta) (eV) = 9.059 / 7.066